[1]
70
Properties=species:S:1:pos:R:3:nbo_charge:R:1 method="wB97M-V/def2-TZVPD" e_homo_ev=-8.003 lumo_ev=0.471 multiplicity=1 total_charge=0 e_above_lowest_ev=10.1919 smiles=c1cc[nH]c1.c1cc[nH]c1.c1cc[nH]c1.c1cc[nH]c1.c1cc[nH]c1.c1cc[nH]c1.c1cc[nH]c1
C -2.05 2.06 3.02 -0.333
C -0.50 1.56 2.96 -0.295
C -0.30 0.87 4.09 -0.093
N -1.41 1.04 4.89 -0.545
C -2.48 1.63 4.30 -0.092
H -2.79 2.49 2.35 0.221
H 0.09 1.86 2.01 0.246
H 0.56 0.27 4.41 0.234
H -1.76 0.63 5.96 0.424
H -3.52 1.94 4.63 0.235
C 0.54 0.74 -0.62 -0.305
C -0.54 -0.24 -0.06 -0.343
C -0.28 -1.42 -0.74 -0.080
N 0.87 -1.27 -1.60 -0.609
C 1.28 0.05 -1.44 -0.069
H 0.91 1.61 -0.18 0.228
H -1.38 -0.27 0.63 0.272
H -0.68 -2.35 -0.72 0.206
H 1.16 -2.06 -2.41 0.474
H 2.03 0.55 -2.12 0.231
C 3.49 -3.11 -2.68 -0.278
C 3.71 -1.83 -3.48 -0.292
C 2.66 -1.58 -4.28 -0.080
N 1.87 -2.67 -4.16 -0.548
C 2.36 -3.61 -3.23 -0.101
H 3.89 -3.43 -1.64 0.260
H 4.51 -1.02 -3.21 0.226
H 2.28 -0.84 -4.85 0.217
H 0.93 -2.64 -4.64 0.427
H 1.74 -4.26 -2.82 0.204
C -3.21 0.38 -4.66 -0.311
C -4.05 -0.66 -4.04 -0.302
C -3.48 -1.11 -2.85 -0.099
N -2.19 -0.37 -2.86 -0.577
C -2.11 0.49 -3.95 -0.057
H -3.42 1.05 -5.47 0.219
H -4.99 -1.25 -4.41 0.223
H -3.60 -1.80 -1.97 0.236
H -1.60 -0.25 -1.99 0.434
H -1.28 1.16 -4.12 0.211
C 3.06 -2.16 2.82 -0.342
C 4.28 -1.81 1.95 -0.270
C 3.80 -1.44 0.81 -0.110
N 2.43 -1.37 0.94 -0.544
C 1.94 -1.63 2.17 -0.067
H 2.89 -2.40 3.92 0.209
H 5.47 -2.01 2.42 0.229
H 4.22 -1.06 0.00 0.203
H 1.66 -1.06 0.19 0.456
H 0.93 -1.55 2.36 0.210
C 0.81 5.06 0.71 -0.287
C 2.20 4.63 0.13 -0.305
C 3.10 5.46 0.70 -0.065
N 2.36 6.29 1.55 -0.527
C 1.00 6.06 1.53 -0.051
H -0.07 4.55 0.26 0.222
H 2.32 3.80 -0.59 0.218
H 4.11 5.65 0.68 0.209
H 2.70 6.94 2.25 0.400
H 0.41 6.53 2.08 0.187
C -4.74 -1.72 0.98 -0.323
C -3.84 -0.86 1.78 -0.309
C -2.94 -1.68 2.36 -0.065
N -3.06 -2.94 1.80 -0.555
C -4.17 -2.97 0.93 -0.077
H -5.42 -1.57 0.13 0.232
H -3.90 0.15 2.00 0.233
H -2.01 -1.62 3.02 0.227
H -2.36 -3.75 1.83 0.419
H -4.46 -3.87 0.24 0.223


[2]
93
Properties=species:S:1:pos:R:3:lowdin_charge:R:1 method="wB97M-V/def2-TZVPD" e_homo_ev=-1.816 lumo_ev=0.166 multiplicity=1 total_charge=-1
C 0.24 -0.67 -0.18 -0.106
C -0.29 -2.17 -0.12 -0.236
C -1.12 -2.61 -1.37 -0.197
C -2.67 -2.80 -1.20 -0.406
C -3.20 -3.11 0.25 -0.109
B -3.43 -1.50 -1.93 -0.332
P -4.81 -0.45 -1.14 0.547
O -5.15 0.66 -2.14 -0.403
O -4.38 0.34 0.29 -0.185
O -6.28 -1.32 -0.91 -0.252
H 0.84 -0.54 -1.12 0.070
H -0.57 0.08 -0.07 0.075
H 0.93 -0.56 0.71 0.062
H 0.66 -2.80 -0.11 0.098
H -0.75 -2.31 0.88 0.086
H -0.96 -1.82 -2.17 0.092
H -0.67 -3.55 -1.82 0.096
H -2.97 -3.69 -1.84 0.054
H -2.93 -2.32 1.01 0.056
H -2.73 -4.06 0.62 0.077
H -4.31 -3.26 0.24 0.073
H -3.09 -1.26 -3.04 0.000
H -4.31 -0.31 1.01 0.042
H -6.71 -0.99 -0.11 0.052
Na -4.74 -3.62 -3.26 0.431
C 4.60 3.42 1.64 -0.053
C 5.76 2.53 1.26 -0.191
O 5.34 1.15 1.31 0.032
C 4.70 0.69 0.23 -0.391
O 4.47 1.33 -0.76 0.169
C 4.35 -0.77 0.42 -0.544
F 3.85 -1.01 1.64 0.165
F 5.42 -1.57 0.28 0.157
F 3.43 -1.19 -0.45 0.161
H 4.19 3.13 2.61 0.077
H 4.91 4.45 1.69 0.044
H 3.78 3.34 0.92 0.089
H 6.56 2.64 1.98 0.120
H 6.16 2.79 0.28 0.126
C -1.60 -7.17 -1.87 -0.123
C -0.31 -7.28 -2.64 -0.124
O -0.75 -7.62 -3.95 0.064
C -2.03 -7.19 -4.07 -0.566
O -2.64 -7.16 -5.09 0.155
O -2.53 -6.78 -2.87 0.040
H -1.55 -6.43 -1.07 0.132
H -1.92 -8.12 -1.44 0.135
H 0.23 -6.34 -2.68 0.133
H 0.35 -8.05 -2.24 0.134
F -0.21 1.77 2.70 0.033
C -0.63 0.70 3.41 -0.291
C -1.76 0.02 3.01 0.013
C -2.19 -1.09 3.73 -0.108
C -1.49 -1.50 4.86 -0.090
C -0.35 -0.81 5.28 -0.358
C 0.09 0.31 4.54 -0.275
H -2.30 0.36 2.13 0.126
H -3.07 -1.63 3.42 0.119
H -1.83 -2.36 5.43 0.105
H 0.19 -1.14 6.15 0.053
H 0.98 0.85 4.82 0.001
C 6.50 8.01 1.14 -0.061
C 6.67 8.47 2.56 -0.320
O 6.18 7.37 3.30 0.147
C 6.40 6.27 2.53 -0.534
O 6.36 5.15 2.93 0.165
O 6.68 6.60 1.24 0.077
F 5.91 9.55 2.83 0.077
H 5.49 8.22 0.76 0.150
H 7.23 8.45 0.46 0.141
H 7.71 8.66 2.84 0.174
C 1.08 4.53 5.42 -2.026
Cl 2.09 3.11 5.11 0.525
Cl 1.94 6.03 5.01 0.492
Cl -0.35 4.34 4.41 0.587
Cl 0.62 4.56 7.13 0.497
N -1.90 -1.62 -6.83 0.058
C -1.84 -0.42 -6.22 -0.156
C -2.65 0.65 -6.56 -0.066
C -3.57 0.48 -7.58 -0.232
C -3.66 -0.75 -8.22 -0.723
C -2.80 -1.76 -7.80 -0.438
H -1.10 -0.33 -5.44 0.106
H -2.56 1.60 -6.04 0.117
H -4.22 1.30 -7.87 0.105
H -4.37 -0.92 -9.02 0.039
H -2.83 -2.75 -8.27 0.097
Br -0.38 1.04 6.66 0.558
Cs -2.28 -0.41 -9.85 1.436
C -3.76 1.27 4.55 -0.928
O -2.98 2.00 3.91 -0.043
O -3.81 0.00 4.42 0.031
O -4.61 1.67 5.40 -0.010


[3]
69
Properties=species:S:1:pos:R:3:nbo_charge:R:1 method="wB97M-V/def2-TZVPD" e_homo_ev=-6.636 lumo_ev=-1.954 multiplicity=1 total_charge=0 e_above_lowest_ev=0.0000
C 0.46 2.43 -1.17 -0.727
C -0.48 1.35 -0.92 0.243
C -1.90 1.60 -0.84 -0.158
C -2.81 0.68 -1.48 0.121
C -2.36 -0.28 -2.54 -0.661
C -4.17 0.74 -1.22 -0.258
C -4.72 1.74 -0.41 0.098
C -6.18 1.77 -0.09 -0.645
C -3.87 2.75 0.04 -0.255
C -2.50 2.73 -0.18 0.099
C -1.75 3.94 0.30 -0.653
H 0.24 2.88 -2.15 0.262
H 0.37 3.20 -0.40 0.240
H 1.49 2.09 -1.19 0.266
H -0.26 0.42 -1.42 0.255
H -3.06 -1.13 -2.60 0.228
H -2.36 0.22 -3.53 0.237
H -1.36 -0.70 -2.39 0.249
H -4.82 -0.01 -1.67 0.220
H -6.31 1.94 0.98 0.233
H -6.70 2.58 -0.61 0.236
H -6.64 0.83 -0.36 0.225
H -4.32 3.60 0.58 0.215
H -2.42 4.58 0.89 0.224
H -0.90 3.71 0.96 0.230
H -1.39 4.54 -0.54 0.233
C 5.03 -4.08 1.41 -0.633
C 4.28 -2.85 1.08 -0.218
C 4.62 -1.56 1.44 -0.277
C 3.62 -0.59 1.04 -0.330
C 2.56 -1.18 0.40 -0.396
B 1.08 -0.58 -0.06 0.845
C 1.63 -0.60 -1.64 -0.278
C 2.65 0.26 -2.04 -0.211
C 2.98 0.39 -3.40 -0.222
C 2.34 -0.42 -4.34 -0.084
Cl 2.76 -0.28 -6.00 -0.007
C 1.37 -1.35 -3.93 -0.241
C 1.02 -1.44 -2.58 -0.194
O 0.11 -1.59 0.21 -0.760
C -0.18 -1.44 1.61 0.248
C -1.65 -1.78 1.76 -0.619
C 0.62 -2.44 2.42 -0.640
C 0.22 0.09 1.96 0.276
C -1.00 0.94 2.24 -0.637
C 1.18 0.25 3.14 -0.642
O 0.88 0.56 0.78 -0.682
S 2.83 -2.87 0.13 0.412
H 5.95 -3.78 1.92 0.216
H 4.45 -4.73 2.08 0.214
H 5.27 -4.64 0.50 0.215
H 5.54 -1.33 1.98 0.208
H 3.74 0.47 1.22 0.213
H 3.19 0.84 -1.30 0.217
H 3.73 1.11 -3.71 0.219
H 0.90 -1.99 -4.67 0.218
H 0.28 -2.18 -2.27 0.219
H -1.97 -1.62 2.80 0.200
H -2.29 -1.22 1.08 0.205
H -1.78 -2.85 1.54 0.221
H 0.28 -2.42 3.47 0.200
H 0.45 -3.45 2.01 0.223
H 1.70 -2.24 2.38 0.237
H -1.45 0.65 3.20 0.220
H -0.72 2.00 2.31 0.202
H -1.74 0.83 1.44 0.217
H 0.71 -0.12 4.06 0.209
H 2.13 -0.26 2.97 0.247
H 1.39 1.32 3.28 0.208


[4]
75
Properties=species:S:1:pos:R:3:lowdin_charge:R:1 method="wB97M-V/def2-TZVPD" e_homo_ev="-9.661 / -10.551" lumo_ev="-2.438 / -2.813" multiplicity=2 total_charge=+1 e_above_lowest_ev=0.0000
Ru 0.34 0.02 0.07 1.194
C -2.01 -0.96 -2.36 -0.119
N -1.70 -1.07 -0.93 -0.197
C -1.31 -2.47 -0.65 -0.121
C 0.10 -2.73 -1.08 -0.251
C 0.47 -3.86 -1.79 0.003
C 1.79 -4.01 -2.18 -0.029
C 2.69 -3.00 -1.89 -0.026
C 2.24 -1.89 -1.19 -0.147
N 0.98 -1.77 -0.76 -0.027
C -2.83 -0.72 -0.08 -0.128
C -2.41 -0.68 1.37 -0.263
C -3.38 -0.77 2.37 -0.002
C -2.99 -0.70 3.69 -0.031
C -1.64 -0.57 3.99 -0.029
C -0.74 -0.50 2.95 -0.106
N -1.11 -0.55 1.65 0.011
C -2.22 0.44 -2.89 -0.288
C -2.65 0.59 -4.21 -0.038
C -2.76 1.86 -4.74 -0.066
C -2.44 2.94 -3.94 -0.059
C -2.04 2.70 -2.64 -0.122
N -1.94 1.48 -2.11 0.092
H -2.89 -1.56 -2.60 0.138
H -1.16 -1.39 -2.90 0.135
H -2.00 -3.17 -1.15 0.136
H -1.38 -2.65 0.42 0.127
H -0.28 -4.60 -2.02 0.124
H 2.10 -4.89 -2.73 0.120
H 3.72 -3.04 -2.20 0.120
H 2.90 -1.06 -0.96 0.075
H -3.66 -1.42 -0.20 0.142
H -3.19 0.27 -0.38 0.120
H -4.42 -0.88 2.09 0.127
H -3.73 -0.76 4.48 0.120
H -1.29 -0.52 5.01 0.117
H 0.31 -0.40 3.13 0.077
H -2.88 -0.29 -4.80 0.121
H -3.09 2.00 -5.76 0.115
H -2.50 3.96 -4.32 0.110
H -1.78 3.52 -1.98 0.100
C -1.55 3.96 1.07 -0.139
C -0.30 4.17 1.92 -0.130
C 0.56 2.94 1.64 -0.173
O -0.23 2.07 0.79 -0.270
C -1.61 2.45 0.96 -0.190
H -1.42 4.39 0.08 0.105
H -2.45 4.39 1.51 0.123
H -0.56 4.22 2.98 0.116
H 0.22 5.09 1.67 0.118
H 0.81 2.40 2.56 0.113
H 1.48 3.17 1.10 0.105
H -1.99 2.02 1.90 0.124
H -2.15 2.07 0.11 0.083
C 2.12 -2.99 1.95 -0.204
Ge 2.98 -1.22 1.91 0.747
C 3.15 -0.60 3.77 -0.214
C 4.77 -1.29 1.13 -0.205
C 1.83 0.17 1.10 -0.387
H 2.57 -3.57 2.76 0.028
H 2.25 -3.54 1.02 0.009
H 1.06 -2.89 2.15 0.009
H 3.88 -1.20 4.30 0.026
H 2.21 -0.66 4.31 0.006
H 3.49 0.44 3.80 0.025
H 5.44 -1.81 1.83 0.028
H 5.16 -0.29 0.97 0.023
H 4.79 -1.83 0.19 0.008
H 2.13 1.15 1.50 -0.037
Cl 0.82 1.29 -4.56 0.698
C 1.99 1.81 -3.44 -1.177
Cl 3.22 2.81 -4.04 0.659
Cl 3.27 1.91 -1.04 0.603
C 1.88 1.38 -2.07 -0.900
N 0.93 0.70 -1.64 -0.107


[5]
68
Properties=species:S:1:pos:R:3:lowdin_charge:R:1 method="wB97M-V/def2-TZVPD" e_homo_ev="-9.299 / -7.940" lumo_ev="-2.624 / -2.646" multiplicity=6 total_charge=+1 e_above_lowest_ev=0.9743
C 0.48 2.65 0.62 -0.255
C -0.50 2.80 -0.41 -0.234
C -1.80 2.74 0.19 -0.239
H -0.28 3.00 -1.46 0.106
C -1.64 2.57 1.59 -0.245
C -0.22 2.50 1.87 -0.283
H 0.24 2.45 2.86 0.103
H 1.56 2.73 0.49 0.101
H -2.74 2.83 -0.35 0.101
H -2.42 2.59 2.35 0.099
Dy -0.78 0.54 0.54 0.994
C -1.57 -1.93 -4.09 -0.079
H -2.29 -1.64 -3.30 0.040
H -2.10 -1.91 -5.04 0.076
H -0.65 -1.32 -4.27 0.021
Si -0.49 -0.68 -2.50 0.601
C 1.31 -0.48 -2.86 -0.359
C 1.98 0.75 -2.77 -0.105
H 1.48 1.61 -2.31 0.090
C 3.27 0.89 -3.29 -0.072
H 3.78 1.86 -3.23 0.109
C 3.91 -0.18 -3.91 -0.073
H 4.90 -0.06 -4.36 0.112
C 3.27 -1.43 -3.97 -0.072
H 3.76 -2.27 -4.45 0.108
C 1.99 -1.58 -3.42 -0.107
H 1.48 -2.56 -3.45 0.103
C -1.46 0.83 -3.07 -0.341
C -1.08 1.40 -4.31 -0.095
H -0.18 1.06 -4.83 0.113
C -1.90 2.36 -4.93 -0.066
H -1.58 2.81 -5.87 0.112
C -3.12 2.72 -4.36 -0.071
H -3.74 3.49 -4.82 0.111
C -3.56 2.06 -3.21 -0.081
H -4.54 2.29 -2.79 0.109
C -2.77 1.07 -2.61 -0.143
H -3.19 0.45 -1.80 0.101
H -0.79 -1.58 -1.32 -0.027
H -1.22 -2.94 -3.87 0.060
C 2.19 -1.44 0.80 -0.247
P 1.53 -0.19 1.97 0.812
C 2.99 0.81 2.41 -0.249
C 1.25 -1.11 3.55 -0.365
C 2.33 -1.56 4.31 -0.089
C 2.11 -2.30 5.49 -0.055
C 0.80 -2.62 5.89 -0.052
C -0.28 -2.16 5.12 -0.083
C -0.08 -1.41 3.97 -0.381
P -1.45 -0.78 2.94 0.796
C -2.56 -2.23 2.86 -0.265
C -2.31 0.26 4.17 -0.254
H 2.57 -0.97 -0.11 0.039
H 1.38 -2.13 0.51 0.038
H 2.98 -2.01 1.28 0.051
H 2.78 1.36 3.33 0.061
H 3.88 0.19 2.56 0.048
H 3.20 1.54 1.61 0.042
H 3.34 -1.33 4.00 0.098
H 2.98 -2.63 6.08 0.117
H 0.64 -3.23 6.79 0.117
H -1.29 -2.43 5.45 0.104
H -3.13 -2.33 3.79 0.050
H -3.25 -2.08 2.03 0.036
H -1.97 -3.14 2.68 0.057
H -2.61 -0.39 5.00 0.048
H -1.63 1.04 4.53 0.056
H -3.19 0.73 3.71 0.045


[6]
84
Properties=species:S:1:pos:R:3:lowdin_charge:R:1 method="wB97M-V/def2-TZVPD" e_homo_ev=-6.642 lumo_ev=-0.089 multiplicity=1 total_charge=0 e_above_lowest_ev=0.0000
Os 0.65 -0.21 1.14 0.962
N -5.94 -2.43 -3.78 0.101
C -4.93 -1.73 -3.14 -0.318
C -4.01 -2.41 -2.34 -0.023
C -2.97 -1.72 -1.73 -0.068
C -2.85 -0.36 -1.93 -0.387
C -3.75 0.33 -2.73 -0.070
C -4.79 -0.36 -3.33 -0.025
S -1.50 0.55 -1.23 1.033
O -0.35 2.68 -3.47 -0.139
O -0.37 -0.16 -2.06 -0.750
N -1.28 -0.17 0.31 -0.332
C -2.31 0.32 1.11 -0.507
N -3.15 1.17 0.51 0.075
C -4.13 1.69 1.23 -0.105
C -4.30 1.35 2.56 -0.049
C -3.42 0.41 3.07 -0.121
N -2.44 -0.13 2.36 0.128
H -6.19 -3.32 -3.39 0.090
H -6.73 -1.89 -4.09 0.091
H -4.10 -3.48 -2.20 0.111
H -2.25 -2.24 -1.11 0.095
H -3.64 1.40 -2.87 0.119
H -5.49 0.17 -3.96 0.113
H -4.78 2.39 0.73 0.115
H -5.08 1.79 3.17 0.098
H -3.51 0.06 4.09 0.113
N 0.16 -4.36 1.33 0.076
C 1.53 -4.37 1.30 -0.085
C 1.91 -3.08 1.11 -0.149
N 0.78 -2.29 1.02 -0.176
C -0.25 -3.09 1.17 -0.169
H -0.44 -5.15 1.48 0.156
H 2.11 -5.27 1.42 0.116
H 2.90 -2.66 1.03 0.106
H -1.28 -2.76 1.18 0.125
C 0.98 -3.24 -2.25 -0.189
Si 2.08 -1.76 -2.57 0.367
C 3.88 -2.14 -2.19 -0.203
C 1.84 -1.28 -4.36 -0.207
As 1.34 0.03 -1.19 0.925
Si 2.10 1.98 -2.35 0.431
C 1.96 3.47 -1.25 -0.203
C 3.88 1.70 -2.87 -0.208
C 0.97 2.27 -3.84 -0.337
H 1.19 -4.01 -2.99 0.040
H -0.07 -2.95 -2.35 0.023
H 1.13 -3.67 -1.26 -0.002
H 4.34 -2.67 -3.03 0.035
H 3.96 -2.78 -1.31 0.017
H 4.46 -1.24 -2.00 0.017
H 2.06 -2.14 -4.99 0.037
H 2.49 -0.46 -4.68 0.015
H 0.80 -0.99 -4.54 0.032
H 2.70 3.44 -0.44 0.037
H 0.99 3.54 -0.77 0.026
H 2.15 4.37 -1.84 0.047
H 4.49 1.43 -2.01 0.032
H 4.28 2.63 -3.28 0.036
H 3.99 0.93 -3.63 0.014
H -0.29 3.42 -2.86 0.068
H 0.86 1.39 -4.47 0.063
H 1.45 3.04 -4.47 0.087
Cl 2.81 3.17 7.31 0.632
C 2.14 2.07 6.12 -0.683
C 0.80 2.12 5.82 -0.115
C 0.28 1.26 4.88 -0.056
C 1.08 0.32 4.22 -0.318
C 0.51 -0.66 3.25 -0.263
C 2.44 0.30 4.55 -0.066
C 2.98 1.16 5.49 -0.118
H 0.16 2.85 6.31 0.109
H -0.78 1.31 4.64 0.106
H -0.55 -0.82 3.47 0.022
H 1.02 -1.61 3.41 0.039
H 3.08 -0.43 4.07 0.106
H 4.03 1.14 5.73 0.100
F 1.28 4.11 3.78 0.154
C 1.38 3.54 2.58 -0.540
F 2.47 2.74 2.60 0.134
F 1.65 4.53 1.70 0.120
C 0.09 2.79 2.13 -0.576
O -0.97 3.21 2.56 0.089
O 0.28 1.92 1.22 -0.225


- What is the multiplicity in the second record?
  1


- What is the multiplicity in the fifth record?
  6